Entry 1:
The ion C28H31N4O3 with charge +1 at a distorted geometry, computed with ωB97M-V with the def2-TZVPD basis set.

Structure (ORCA input):
```
! wB97M-V def2-TZVPD RIJCOSX def2/J DEFGRID3
* xyz 1 1
C 0.87189 -4.35457 -2.78512
C 1.27954 -3.88327 -1.41673
C 1.55460 -4.85028 -0.46115
C 1.97615 -4.44957 0.79998
C 2.08524 -3.09238 1.08825
N 1.75699 -2.14360 0.17165
C 2.10762 -0.77607 0.51622
C 1.10882 0.27145 0.08704
C -0.21676 0.15342 0.38044
N -1.09110 1.20299 0.48826
C -2.51504 0.97933 0.67893
C -3.13351 0.10088 -0.39551
C -4.61544 -0.13567 -0.20838
C -5.50777 0.13496 -1.24933
C -6.88438 -0.00292 -1.04620
C -7.37040 -0.44670 0.19225
C -6.47145 -0.75127 1.22142
C -5.09371 -0.61400 1.01548
C -3.08533 2.40147 0.67934
O -4.25491 2.75650 0.80421
N -2.02667 3.25305 0.53913
C -2.21498 4.68477 0.44893
C -0.72089 2.62491 0.39562
C -0.11349 2.96797 -0.97399
C 0.22126 3.07260 1.53459
C 3.59356 -0.46591 0.17125
C 4.58197 -1.45718 0.35049
C 5.93651 -1.16868 0.27743
C 6.34041 0.16447 0.09190
N 7.71027 0.51297 0.24494
O 8.03247 1.71997 0.16198
O 8.55801 -0.38430 0.45160
C 5.38176 1.16299 -0.15412
C 4.02651 0.84292 -0.15220
C 1.42036 -2.51849 -1.10507
H 0.68192 -3.52907 -3.47413
H 1.65728 -4.99185 -3.21953
H -0.03141 -4.98340 -2.73311
H 1.49134 -5.91751 -0.72574
H 2.25688 -5.16812 1.56085
H 2.46543 -2.70755 2.03346
H 2.06308 -0.72792 1.63087
H 1.53966 1.25749 -0.00859
H -0.63572 -0.82041 0.65321
H -2.72392 0.55495 1.67571
H -2.95555 0.58517 -1.36710
H -2.59637 -0.85700 -0.38697
H -5.10798 0.48256 -2.20543
H -7.57379 0.24350 -1.85444
H -8.44597 -0.55740 0.35255
H -6.83659 -1.09065 2.19309
H -4.38440 -0.85583 1.81026
H -3.28095 4.90069 0.55317
H -1.65698 5.19372 1.24593
H -1.85921 5.06850 -0.51774
H -0.85957 2.77891 -1.75755
H 0.18213 4.02686 -0.96739
H 0.75987 2.35876 -1.21553
H -0.34960 3.10962 2.47272
H 1.05922 2.37873 1.67166
H 0.60647 4.07677 1.30126
H 4.29321 -2.49121 0.55824
H 6.68905 -1.94265 0.42271
H 5.72349 2.18501 -0.29955
H 3.31734 1.63265 -0.41785
H 1.28349 -1.70607 -1.82862
*
```

Values from the calculation:
SMILES: Cc1ccc[n+]([C@H](/C=C/N2[C@H](Cc3ccccc3)C(=O)N(C)C2(C)C)c2ccc([N+](=O)[O-])cc2)c1
Gap between HOMO and LUMO (eV): 6.44
Total energy (eV): -41632.7373
HOMO energy (Ha): -0.397
LUMO energy (eV): -4.370

***

Entry 2:
A structure of composition C28H31N5O2ScTe at a distorted geometry, computed with ωB97M-V with the def2-TZVPD basis set.

Structure (ORCA input):
```
! wB97M-V def2-TZVPD RIJCOSX def2/J DEFGRID3
* xyz 1 1
Sc -1.38126 0.76716 0.04789
C 0.55191 3.26517 1.15667
C -0.18178 3.23427 2.49020
C -0.37101 1.87747 3.11183
C -0.22811 1.76212 4.49067
C -0.48026 0.55418 5.11674
C -0.88094 -0.51778 4.33396
C -0.98713 -0.32952 2.97104
N -0.72497 0.83343 2.35039
N -0.24457 2.90026 -0.02802
C -1.28192 3.90749 -0.30625
C -2.14331 3.46444 -1.46646
C -2.91915 4.35522 -2.18775
C -3.67298 3.88046 -3.25160
C -3.61840 2.53154 -3.56611
C -2.83373 1.70281 -2.78609
N -2.11081 2.15706 -1.75901
C 0.69881 2.85431 -1.17406
C 1.51964 1.59567 -1.12094
C 2.83215 1.54832 -1.55988
C 3.53603 0.35395 -1.47314
C 2.90424 -0.75095 -0.91549
C 1.59292 -0.61591 -0.49945
N 0.89876 0.52505 -0.62025
H 1.39910 2.57879 1.21473
H 0.96015 4.27338 1.01083
H -1.15972 3.71791 2.41673
H 0.39612 3.84176 3.18576
H 0.07162 2.62452 5.06934
H -0.37302 0.45552 6.18809
H -1.10748 -1.48317 4.76147
H -1.29995 -1.14551 2.33109
H -0.82527 4.87874 -0.53389
H -1.91869 4.03240 0.57044
H -2.92934 5.40400 -1.92364
H -4.29042 4.55332 -3.83040
H -4.18380 2.12477 -4.39140
H -2.78339 0.63704 -2.96961
H 1.34463 3.73923 -1.17488
H 0.13730 2.86061 -2.10777
H 3.29217 2.44211 -1.95963
H 4.55727 0.29398 -1.82214
H 3.39878 -1.70452 -0.80658
H 1.06412 -1.47312 -0.07521
C 3.56204 -5.81317 -0.55747
C 2.33716 -4.94676 -0.51625
C 1.78325 -4.40265 -1.66706
C 0.62813 -3.62690 -1.63446
C 0.10820 -3.05470 -2.92450
C 0.00913 -3.38136 -0.41472
Te -1.73563 -2.13435 -0.28126
C 0.55743 -3.91392 0.76345
C -0.05024 -3.64225 2.11538
C 1.70631 -4.69063 0.69715
H 4.03387 -5.78209 -1.53802
H 3.29200 -6.84906 -0.34325
H 4.28545 -5.49835 0.19496
H 2.25506 -4.59925 -2.62328
H 0.39174 -3.69516 -3.75891
H 0.53416 -2.06299 -3.09756
H -0.97555 -2.94876 -2.91374
H 0.09227 -2.59381 2.39383
H 0.42204 -4.26197 2.87751
H -1.12044 -3.85031 2.10889
H 2.10969 -5.10731 1.61358
O -3.42184 0.17627 -0.54645
N -3.93352 0.72557 0.46773
O -3.09498 1.44594 1.07628
*
```

Values from the calculation:
Gap between HOMO and LUMO (eV): 6.74
Total energy (eV): -69075.4203
HOMO energy (Ha): -0.355
LUMO energy (eV): -2.917

***

Entry 3:
A structure of composition C28H31N5O6S2Sn, computed with ωB97M-V with the def2-TZVPD basis set.

Structure (ORCA input):
```
! wB97M-V def2-TZVPD RIJCOSX def2/J DEFGRID3
* xyz -2 1
Sn 0.79689 -0.50437 0.35118
O -1.71543 -1.01508 2.59417
C -2.73728 -0.41966 3.02158
C -3.27019 -0.69887 4.33366
C -4.40720 -0.10653 4.81832
C -5.12967 0.82216 4.04842
C -4.65123 1.12206 2.78976
C -3.48853 0.55448 2.25719
C -3.16286 0.90080 0.88175
N -2.14143 0.56024 0.21006
C -2.10934 0.93353 -1.18839
C -1.33740 -0.11182 -1.98473
N 0.10233 0.01843 -1.76875
C 0.84784 -0.05305 -2.84488
C 2.21115 0.17959 -3.01334
C 2.73492 -0.03187 -4.31937
C 4.03223 0.17749 -4.65522
C 4.91608 0.64437 -3.62564
C 4.49552 0.88416 -2.37184
C 3.07660 0.72453 -1.93463
O 2.61134 2.09294 -1.51042
H -2.71763 -1.41887 4.92663
H -4.75783 -0.36246 5.81441
H -6.03004 1.28621 4.43116
H -5.19574 1.82925 2.16720
H -3.94791 1.50638 0.38674
H -3.12820 1.03323 -1.59753
H -1.59593 1.89442 -1.30807
H -1.69016 -1.10834 -1.69196
H -1.55401 0.02247 -3.05145
H 0.32674 -0.30835 -3.77687
H 2.03852 -0.39880 -5.06902
H 4.39665 -0.01384 -5.65599
H 5.96178 0.81589 -3.86360
H 5.17512 1.25653 -1.61576
C 2.04226 8.06929 0.89171
C 2.24914 6.59434 0.65868
C 2.53866 5.73203 1.71246
C 2.70768 4.37367 1.49888
C 2.59410 3.83128 0.22306
C 2.30814 4.68607 -0.83336
C 2.13919 6.04937 -0.61341
S 2.85463 2.01067 0.09298
O 1.69630 1.67332 0.96887
O 4.22100 1.99925 0.61752
N 2.91110 0.18814 -0.57257
C 3.89060 -0.78767 -0.12870
C 3.34832 -2.22411 -0.10812
O 4.14327 -3.15220 -0.21573
O 2.08366 -2.32573 0.08548
H 2.32810 8.34740 1.90692
H 0.99458 8.34803 0.75338
H 2.63412 8.67000 0.19771
H 2.63013 6.13100 2.71778
H 2.92983 3.71572 2.32847
H 2.21942 4.28655 -1.83208
H 1.91641 6.69874 -1.45494
H 4.19285 -0.53175 0.89116
H 4.79442 -0.78168 -0.73755
C -4.38283 -5.40216 1.19002
N -3.66522 -4.93342 0.01213
C -2.73994 -3.90380 0.10478
S -1.26802 -4.04665 -0.67666
N -3.10613 -2.85028 0.83403
C -4.48461 -2.45032 1.05141
H -4.14931 -6.45264 1.37364
H -5.46633 -5.30254 1.08219
H -4.07482 -4.83466 2.06664
H -3.29184 -5.66174 -0.57441
H -2.38156 -2.17121 1.09190
H -4.80753 -2.60149 2.08464
H -5.13251 -3.00879 0.37724
H -4.57842 -1.38928 0.83615
*
```

Values from the calculation:
Gap between HOMO and LUMO (eV): 6.06
Total energy (eV): -76777.1220
HOMO energy (Ha): -0.067
LUMO energy (eV): 4.236

***

Entry 4:
A structure of composition C28H32BeNPSi2 at a distorted geometry, computed with ωB97M-V with the def2-TZVPD basis set.

Structure (ORCA input):
```
! wB97M-V def2-TZVPD RIJCOSX def2/J DEFGRID3
* xyz 0 1
Be -0.32864 1.13345 -0.02214
N -1.34290 1.90317 -1.31580
C -2.06231 1.04563 -2.22742
C -2.80370 1.54793 -3.30193
C -3.32010 0.64801 -4.23393
C -3.15225 -0.71295 -4.14617
C -2.43134 -1.15429 -3.06034
C -1.86874 -0.34014 -2.09507
P -0.79051 -0.92171 -0.76470
C -1.71664 -2.06821 0.30942
C -3.09045 -2.22436 0.15424
C -3.76035 -3.20600 0.89657
C -3.03568 -3.96172 1.82644
C -1.69913 -3.74817 2.05147
C -0.96349 -2.87592 1.18721
C 0.31374 -2.04861 -1.63439
C 1.39753 -1.50441 -2.33302
C 2.40308 -2.29917 -2.84405
C 2.22975 -3.69512 -2.79496
C 1.06237 -4.28558 -2.29156
C 0.08882 -3.47171 -1.68872
H -2.02186 2.59311 -0.95234
H -0.63021 2.47208 -1.85626
H -2.92825 2.63524 -3.39523
H -3.91220 1.05895 -5.06649
H -3.60163 -1.41226 -4.87828
H -2.29220 -2.23740 -3.02017
H -3.68031 -1.58142 -0.50820
H -4.83896 -3.33561 0.82125
H -3.51095 -4.76221 2.37492
H -1.15381 -4.30907 2.82896
H 0.11804 -2.84590 1.25370
H 1.44020 -0.39940 -2.46590
H 3.34465 -1.86312 -3.14917
H 3.00302 -4.37073 -3.17222
H 0.94158 -5.35123 -2.25683
H -0.82236 -3.90487 -1.25917
C -1.66350 3.06782 2.59451
Si -0.29164 1.77861 2.13508
C -0.53825 0.31407 3.29304
C 1.39541 2.58684 2.67511
C 1.63968 3.22254 3.91896
C 2.95501 3.64901 4.16581
C 3.96611 3.48006 3.21110
C 3.70614 2.90282 1.99284
C 2.40105 2.44681 1.73556
Si 1.87671 1.62647 0.06650
C 2.94512 0.05467 0.00891
C 2.71944 2.77635 -1.26371
H -1.48147 3.43327 3.61333
H -2.63906 2.50686 2.57879
H -1.74482 3.97260 1.88916
H -0.94200 0.56759 4.31626
H 0.46009 -0.15588 3.43114
H -1.23646 -0.40227 2.86395
H 0.92031 3.16979 4.70389
H 3.24541 4.18543 5.08775
H 4.97324 3.78060 3.49293
H 4.52678 2.84590 1.22264
H 3.66652 -0.01873 0.83377
H 3.51957 0.01232 -0.94758
H 2.32154 -0.84018 0.03136
H 3.80946 2.65456 -1.12665
H 2.39159 3.81433 -1.18413
H 2.51421 2.42145 -2.31007
*
```

Values from the calculation:
Gap between HOMO and LUMO (eV): 6.20
Total energy (eV): -56491.3865
HOMO energy (Ha): -0.223
LUMO energy (eV): 0.130

***

- Look up the HOMO energy of the second one.
  -0.355 Ha

***

- Which of these has the lowest HOMO energy?
  C28H31N4O3

***

- What is the gap between HOMO and LUMO in the second record?
  6.74 eV

***

- The highest LUMO energy belongs to which entry?
  C28H31N5O6S2Sn